{
  "formula": "H18O9",
  "method": "ωB97M-V with the def2-TZVPD basis set",
  "symbols": ["O", "H", "H", "O", "H", "H", "O", "H", "H", "O", "H", "H", "O", "H", "H", "O", "H", "H", "O", "H", "H", "O", "H", "H", "O", "H", "H"],
  "xyz": [[-18.5620, 13.0200, 27.0630], [-18.3710, 13.8360, 26.5560], [-17.6910, 12.6390, 27.0110], [-16.9000, 7.0380, 30.8040], [-17.1760, 7.6910, 30.1500], [-17.4460, 6.2430, 30.7060], [-14.1460, 10.0010, 27.8120], [-13.3970, 10.5680, 27.8720], [-14.3430, 9.8830, 28.7570], [-16.5230, 11.4480, 26.2160], [-16.4690, 11.2120, 27.1440], [-15.6130, 11.6100, 25.8880], [-16.5330, 14.4670, 28.4920], [-16.6620, 14.8640, 29.3240], [-17.1750, 14.9600, 27.9820], [-16.8470, 11.2300, 29.1790], [-17.3370, 10.3960, 29.2540], [-17.4310, 11.9510, 29.3580], [-15.0190, 9.2260, 30.7750], [-14.0930, 8.9540, 30.7610], [-15.5550, 8.3990, 30.5870], [-18.0730, 8.7780, 28.7450], [-17.6040, 8.9280, 27.9160], [-18.8900, 8.3880, 28.6130], [-14.3810, 11.9910, 29.9830], [-15.1780, 11.9270, 29.4660], [-14.4000, 11.2120, 30.5240]],
  "forces_ev_per_angstrom": [[-0.573, 1.505, -0.402], [-0.707, -0.579, 0.287], [0.672, -0.774, -0.126], [0.155, -0.252, 0.268], [-0.701, -0.276, -0.299], [0.257, 0.508, -0.160], [-0.759, -0.919, 0.371], [0.959, 0.900, -0.175], [-0.363, -0.023, -0.321], [0.555, 0.218, -1.012], [0.658, -0.163, 0.527], [-0.801, -0.328, 0.687], [0.246, -0.412, -1.216], [0.183, 0.555, 1.980], [-0.206, -0.119, -0.506], [0.479, -0.841, -0.566], [-0.156, 0.412, 0.267], [-0.810, 0.707, 0.082], [-0.570, -1.099, -0.583], [-0.183, -0.307, 0.129], [1.241, 1.161, 0.660], [2.932, 1.165, 0.868], [-0.376, -0.276, -0.252], [-2.478, -1.057, -0.811], [1.228, 0.919, 0.021], [-0.574, -0.143, -0.237], [-0.309, -0.479, 0.516]],
  "lowdin_charge": [-0.0778, 0.0456, -0.0456, -0.0609, -0.0083, 0.0605, -0.0517, 0.0228, -0.0072, -0.0646, -0.0133, 0.0744, -0.0226, 0.0196, 0.0285, -0.0398, 0.0267, 0.0513, -0.0646, 0.0597, 0.0397, 0.0030, 0.0863, 0.0376, -0.0581, -0.0270, -0.0141],
  "total_charge": 0,
  "lumo_ev": 0.1,
  "orbital_gap_ev": 10.47,
  "e_above_lowest_ev": 2.3556
}